Molecular formula: C78H189N11O9
Method: DFT, ωB97M-V/def2-TZVPD

Calculated total energy (hartree): -4364.4486
Molar mass (g mol⁻¹): 1425.44
Charge: 0
Energy relative to the best compared isomer or geometry (same formula, charge and spin) (kJ/mol): 136.68
HOMO level (eV): -7.92
HOMO-LUMO gap (eV): 8.48

CARTESIAN COORDINATES (ANGSTROEM)
1 C 8.90179 -1.34685 1.12647
2 C 7.46509 -1.85800 1.26449
3 N 7.24907 -2.88040 2.34205
4 C 6.09575 -3.71332 2.01952
5 C 6.40833 -4.85399 0.98598
6 C 6.94712 -2.22599 3.62357
7 C 7.21806 -3.03056 4.87809
8 H 9.55760 -1.95919 0.58971
9 H 9.39566 -1.27563 2.07390
10 H 8.91869 -0.29077 0.75798
11 H 6.73324 -1.05744 1.38474
12 H 7.07854 -2.28200 0.29956
13 H 5.73781 -4.15459 2.92940
14 H 5.23145 -3.02795 1.68048
15 H 7.45612 -5.10236 1.04999
16 H 5.74939 -5.71730 1.10891
17 H 6.30900 -4.45107 -0.04702
18 H 5.91093 -1.89353 3.49714
19 H 7.48920 -1.30208 3.61208
20 H 6.46485 -3.79912 5.03022
21 H 7.24558 -2.42098 5.83444
22 H 8.21344 -3.48083 4.79103
23 C 0.84955 2.71315 -2.99302
24 C 1.26551 3.27124 -1.67398
25 N 0.64126 4.50348 -1.25353
26 C 0.77929 5.59474 -2.27355
27 C 2.21954 6.06881 -2.27404
28 C -0.80393 4.39102 -0.95239
29 C -1.25139 5.46374 0.06026
30 H -0.22146 2.73195 -2.91661
31 H 1.23204 1.76543 -3.28162
32 H 1.06914 3.45282 -3.82679
33 H 1.09227 2.58898 -0.87779
34 H 2.29352 3.52612 -1.57307
35 H 0.38643 5.38096 -3.30788
36 H 0.08292 6.33449 -1.93647
37 H 2.83369 5.34764 -2.74962
38 H 2.30548 7.06746 -2.71880
39 H 2.47405 6.18523 -1.15938
40 H -0.90487 3.42720 -0.45441
41 H -1.41410 4.40073 -1.87324
42 H -0.49853 5.56567 0.80015
43 H -2.24037 5.27959 0.49332
44 H -1.24602 6.43686 -0.45982
45 C -4.78636 -5.87621 4.09511
46 C -4.42701 -6.36525 2.65836
47 N -3.52721 -5.51281 1.82148
48 C -2.89813 -6.24637 0.71246
49 C -1.80948 -7.22605 1.22976
50 C -4.43398 -4.50226 1.24735
51 C -3.78741 -3.19996 0.69111
52 H -5.40087 -4.97783 4.13909
53 H -3.92986 -5.64062 4.63821
54 H -5.40899 -6.58512 4.56919
55 H -3.99113 -7.39870 2.79472
56 H -5.32351 -6.65350 2.05388
57 H -3.65057 -6.80918 0.12723
58 H -2.47104 -5.46558 0.10319
59 H -1.25923 -7.68702 0.46850
60 H -1.05949 -6.65474 1.76885
61 H -2.24989 -7.94312 1.85324
62 H -5.15125 -4.15087 2.01472
63 H -4.98149 -5.01812 0.43874
64 H -3.37218 -2.58745 1.51245
65 H -4.59196 -2.62638 0.14091
66 H -2.95910 -3.47638 0.00905
67 C 2.19575 3.25118 2.68015
68 C 0.87804 3.87937 2.39312
69 N 0.85352 5.30149 2.82286
70 C 1.72084 6.08380 2.02794
71 C 1.46646 7.54598 2.10706
72 C 1.09362 5.48817 4.29809
73 C 0.23500 4.80266 5.29719
74 H 2.59740 3.45550 3.70523
75 H 2.99378 3.64536 1.97127
76 H 2.13290 2.17384 2.46035
77 H 0.61067 3.94375 1.31525
78 H 0.09883 3.33174 2.95286
79 H 1.63464 5.75204 1.00701
80 H 2.79788 5.93483 2.25916
81 H 1.62084 7.97516 3.09992
82 H 0.46755 7.82358 1.75983
83 H 2.21373 8.00705 1.43207
84 H 2.13929 5.28303 4.54942
85 H 0.96194 6.57766 4.48376
86 H 0.65639 5.09294 6.24913
87 H -0.79021 5.23446 5.30826
88 H 0.21805 3.75797 5.19518
89 C -5.05258 0.12319 2.80143
90 C -5.31859 1.45329 3.57366
91 N -5.37739 2.61756 2.70297
92 C -6.50291 2.57191 1.78805
93 C -7.90118 2.61524 2.52865
94 C -4.10621 3.00133 2.02167
95 C -2.98422 3.36807 2.98261
96 H -5.94304 -0.27017 2.29602
97 H -4.70845 -0.56906 3.54209
98 H -4.32245 0.18437 1.98019
99 H -6.22184 1.33033 4.20093
100 H -4.55695 1.58310 4.34169
101 H -6.38570 3.32510 1.00238
102 H -6.46518 1.67602 1.06583
103 H -8.73647 2.79333 1.79499
104 H -8.05764 1.66171 3.07410
105 H -7.91145 3.45799 3.25230
106 H -4.38708 3.88899 1.47632
107 H -3.70555 2.24555 1.28718
108 H -2.22251 4.02551 2.48700
109 H -2.42098 2.50777 3.31601
110 H -3.40434 3.96375 3.83176
111 C 2.57775 -5.22052 -3.11409
112 C 1.37232 -4.39134 -3.43628
113 N 0.06132 -5.08132 -3.25870
114 C -0.04118 -6.43246 -3.89705
115 C 0.08464 -6.39143 -5.37683
116 C -1.04614 -4.29744 -3.72053
117 C -2.44712 -4.71344 -3.32081
118 H 3.49440 -4.60319 -3.32839
119 H 2.55249 -6.13495 -3.64278
120 H 2.63942 -5.41737 -2.02033
121 H 1.34646 -3.45246 -2.86492
122 H 1.50287 -4.14480 -4.54570
123 H 0.71288 -7.04622 -3.47389
124 H -0.99633 -6.87748 -3.59809
125 H 1.00997 -6.00920 -5.72862
126 H -0.00905 -7.42282 -5.64953
127 H -0.70789 -5.90654 -5.88353
128 H -0.95528 -4.03946 -4.75715
129 H -0.98141 -3.27391 -3.35413
130 H -2.41647 -4.95505 -2.27876
131 H -2.80764 -5.59101 -3.88849
132 H -3.15005 -3.91437 -3.50896
133 C 4.77172 -0.73737 7.96514
134 C 3.55620 -1.16580 7.14065
135 N 3.59087 -0.89381 5.71678
136 C 2.47724 -1.46930 4.97164
137 C 2.52079 -1.04675 3.46699
138 C 3.70921 0.52867 5.50601
139 C 2.55413 1.39540 5.91873
140 H 4.64218 0.15516 8.47329
141 H 5.65862 -0.69021 7.32022
142 H 5.17727 -1.55249 8.53176
143 H 3.32021 -2.23571 7.26140
144 H 2.62941 -0.74073 7.59885
145 H 2.55050 -2.55264 4.97330
146 H 1.51782 -1.11524 5.36188
147 H 1.96375 -0.09467 3.49286
148 H 3.58337 -0.83542 3.18376
149 H 2.13466 -1.84300 2.76470
150 H 3.95466 0.77997 4.43830
151 H 4.55554 0.97189 6.02933
152 H 1.58184 1.03869 5.51999
153 H 2.54203 2.34983 5.40763
154 H 2.63567 1.51295 7.00008
155 C -4.37265 1.67495 -1.68451
156 C -5.33813 1.41877 -2.93261
157 N -6.67725 1.08878 -2.45753
158 C -7.22552 -0.21480 -2.88000
159 C -8.59967 -0.79108 -2.19767
160 C -7.50771 2.19456 -2.82325
161 C -7.41210 3.36881 -1.88135
162 H -3.33547 1.63234 -1.96529
163 H -4.52806 0.94043 -0.91296
164 H -4.54903 2.63370 -1.18516
165 H -5.34746 2.27376 -3.64273
166 H -4.93717 0.57153 -3.50845
167 H -6.39349 -0.92657 -2.67984
168 H -7.37227 -0.22452 -3.92839
169 H -8.77708 -1.72114 -2.79974
170 H -9.48422 -0.13242 -2.32031
171 H -8.35681 -0.98683 -1.15072
172 H -7.34033 2.52847 -3.87154
173 H -8.57153 1.83227 -2.80468
174 H -7.73841 3.04042 -0.89480
175 H -6.42171 3.74085 -1.80955
176 H -8.15853 4.12243 -2.18879
177 C -0.14600 0.61518 1.13331
178 C -1.17720 -0.18664 0.28794
179 N -0.77332 -0.27698 -1.09896
180 C -1.77074 -0.94189 -1.98795
181 C -1.64284 -0.41645 -3.44582
182 C 0.55370 -0.88260 -1.28058
183 C 0.77681 -2.33701 -0.67336
184 H -0.03926 1.54525 0.60780
185 H 0.86851 0.11383 1.28939
186 H -0.57012 0.84649 2.11962
187 H -1.28064 -1.15575 0.84553
188 H -2.09003 0.37642 0.39175
189 H -1.73540 -2.06363 -2.06086
190 H -2.67324 -0.68739 -1.44039
191 H -2.53748 -0.36463 -4.00175
192 H -1.06895 0.56371 -3.39210
193 H -1.02283 -1.09226 -4.01280
194 H 1.26680 -0.17502 -0.92070
195 H 0.90709 -0.93713 -2.31031
196 H 1.68072 -2.81199 -0.97870
197 H -0.03606 -2.98135 -0.99136
198 H 0.75474 -2.27256 0.45110
199 C 3.84294 0.75437 0.16095
200 C 4.95279 0.95654 -0.88414
201 N 4.63523 0.37970 -2.18080
202 C 5.26511 0.95894 -3.33100
203 C 4.67372 2.34692 -3.57854
204 C 4.93432 -1.03503 -2.01994
205 C 4.67750 -1.91978 -3.21172
206 H 3.64892 -0.28142 0.49369
207 H 2.90350 1.16563 -0.24968
208 H 3.89237 1.48237 1.01354
209 H 5.00164 2.04553 -0.95906
210 H 5.93619 0.57682 -0.56707
211 H 6.36188 0.90394 -3.29545
212 H 4.99865 0.35843 -4.20459
213 H 3.63996 2.49011 -3.31416
214 H 5.20281 3.20689 -3.14042
215 H 4.80296 2.68926 -4.66852
216 H 4.37242 -1.45721 -1.21263
217 H 5.93711 -1.15216 -1.66229
218 H 5.43308 -1.67750 -3.96572
219 H 3.63481 -1.64183 -3.62362
220 H 4.53173 -2.97223 -2.99417
221 C -3.86774 5.16348 -3.49986
222 C -2.68960 5.22935 -4.45215
223 N -2.63519 4.26951 -5.57522
224 C -1.97995 4.77061 -6.80854
225 C -3.01269 5.56413 -7.61912
226 C -2.13989 2.90303 -5.23505
227 C -2.97342 1.92345 -6.02451
228 H -4.78784 5.39464 -4.00393
229 H -3.69967 5.97806 -2.79495
230 H -4.03347 4.25342 -2.98544
231 H -2.81412 6.21900 -4.90544
232 H -1.75567 5.24393 -3.90351
233 H -1.12343 5.36239 -6.47599
234 H -1.62775 3.88154 -7.36989
235 H -3.42968 6.42448 -7.08649
236 H -2.50096 5.99491 -8.52170
237 H -3.80343 4.92330 -7.91071
238 H -2.11906 2.71514 -4.19690
239 H -1.09357 2.89065 -5.58307
240 H -4.02111 1.84549 -5.69710
241 H -2.60653 0.88096 -6.09937
242 H -3.06483 2.25855 -7.05226
243 C -1.25234 -3.05816 5.70014
244 C -1.81317 -2.44622 4.41659
245 O -1.51065 -1.01207 4.40450
246 C -2.02540 -0.37374 5.47462
247 O -2.67109 -0.79619 6.39428
248 O -1.55047 0.88915 5.40424
249 C -2.26821 1.80955 6.27425
250 H -1.17004 -4.14657 5.55652
251 H -1.91770 -2.89853 6.53412
252 H -0.25427 -2.71963 5.96102
253 H -2.88759 -2.55069 4.42480
254 H -1.30469 -2.81741 3.53037
255 H -3.25003 2.17670 5.91981
256 H -1.48661 2.60429 6.37230
257 H -2.40068 1.39885 7.30675
258 C 4.22040 -5.72624 4.62568
259 C 3.32167 -4.97498 3.74444
260 O 3.29647 -5.60891 2.45986
261 C 2.35538 -5.09907 1.65460
262 O 1.63007 -4.16873 1.91466
263 O 2.33378 -5.75834 0.46565
264 C 2.99633 -7.02368 0.33395
265 H 3.80880 -6.74059 4.82233
266 H 4.11185 -5.27344 5.60732
267 H 5.22700 -5.66903 4.18974
268 H 3.68952 -3.93613 3.62771
269 H 2.31755 -4.93592 4.13360
270 H 3.94668 -7.05296 0.90956
271 H 3.28366 -7.06882 -0.70534
272 H 2.36219 -7.83038 0.64360
273 C 1.88233 4.36700 -7.00513
274 C 1.19018 3.33954 -7.88185
275 O 0.62468 2.23269 -7.16813
276 C 1.49896 1.34053 -6.65331
277 O 2.72471 1.38453 -6.77060
278 O 0.86826 0.46264 -5.85071
279 C 1.75993 -0.50290 -5.33209
280 H 1.07846 4.70478 -6.29198
281 H 2.11263 5.22255 -7.62803
282 H 2.76478 3.93356 -6.50926
283 H 1.90003 2.90479 -8.69887
284 H 0.40767 3.81437 -8.52529
285 H 2.64228 0.00025 -4.87114
286 H 2.04248 -1.27623 -6.06838
287 H 1.28593 -1.03983 -4.49807